# 1
The following is a DFT calculation (wB97M-V/def2-TZVPD) of an isolated molecule of C6H12O.

```
19
Properties=species:S:1:pos:R:3:forces:R:3:mulliken_charge:R:1
C 2.0562 -0.4961 0.0983 0.0 0.1 0.1 -1.17
C 1.2711 0.4558 0.6054 0.1 -0.1 -0.3 0.72
O 1.0626 0.6500 1.9402 0.1 -0.1 0.1 -0.47
C 0.4187 1.3687 -0.2265 0.1 0.0 -0.1 -0.69
C -1.0846 1.0572 -0.0567 -0.1 0.0 0.0 -0.67
C -1.4117 -0.4267 0.1543 -0.1 0.0 0.0 -0.48
C -0.9274 -1.3672 -0.9587 0.0 0.0 -0.1 -0.99
H 2.1411 -0.6054 -0.9772 0.0 0.1 0.2 0.36
H 2.5688 -1.2288 0.7167 0.0 0.2 0.0 0.23
H 1.5412 -0.0347 2.4271 0.0 0.2 0.0 0.33
H 0.6098 2.4126 0.0534 0.0 -0.2 0.0 0.33
H 0.7183 1.2567 -1.2733 0.0 0.0 0.2 0.30
H -1.4760 1.6217 0.7976 0.1 -0.1 -0.1 0.32
H -1.6162 1.4263 -0.9443 0.1 0.0 0.1 0.36
H -2.4979 -0.5179 0.2712 0.1 0.0 0.0 0.40
H -0.9790 -0.7401 1.1126 -0.1 0.0 -0.1 0.28
H 0.0834 -1.7266 -0.7548 -0.2 0.1 -0.1 0.22
H -1.5760 -2.2435 -1.0528 0.0 0.1 0.0 0.34
H -0.9025 -0.8619 -1.9323 -0.1 -0.1 0.1 0.27
```
Forces are in eV/Å.

ΔE to the lowest compared entry with this formula, charge and spin	78.5	kJ/mol
HOMO energy	-8.81	eV
SMILES string	C=C(O)CCCC
orbital gap	9.73	eV

# 2
The following is a DFT calculation (wB97M-V/def2-TZVPD) of C10H32AgN6O6 as an isolated structure at a distorted geometry.

```
55
Properties=species:S:1:pos:R:3:forces:R:3:mulliken_charge:R:1
Ag 0.0300 -1.6606 -0.6752 0.8 -1.0 -0.3 0.31
O 1.7777 -2.9971 0.2187 0.0 0.9 0.1 -0.99
H 1.8693 -2.3411 0.9267 0.2 -0.3 0.1 0.13
O -0.8568 -3.8093 -1.1287 -0.9 0.4 -0.3 -0.92
H -1.3335 -4.0293 -1.9417 0.3 -0.3 0.0 0.04
C -2.9931 -1.1199 -1.7903 0.2 0.5 0.2 0.47
O -3.5372 -0.0098 -1.7160 -0.1 -0.1 -0.1 -0.75
N -2.4886 -1.6073 -2.9735 -0.2 -0.6 0.5 -0.27
N -2.7974 -1.9405 -0.7331 -0.4 -0.2 -0.1 -0.20
H -2.5156 -1.0794 -3.8201 0.0 0.2 0.1 0.21
H -1.9784 -2.4735 -2.9024 0.2 0.1 -0.3 0.14
H -3.1488 -1.6548 0.1612 0.0 0.3 0.0 0.15
H -2.1247 -2.7556 -0.7580 0.1 -0.2 -0.2 0.29
C -1.4535 -2.8758 2.5274 0.4 -0.6 0.2 0.30
O -1.0024 -2.1614 1.6578 -0.4 0.7 0.3 -0.03
N -2.3046 -2.4125 3.5286 0.2 -0.7 -0.9 -0.47
N -1.0973 -4.1941 2.5941 -0.1 0.3 0.3 -0.47
H -2.3707 -1.4099 3.5778 -0.1 0.0 0.2 0.25
H -2.3856 -3.0025 4.3362 -0.1 0.4 0.3 0.18
H -1.5857 -4.8514 3.1713 0.0 0.0 -0.1 0.15
H -0.3964 -4.5042 1.9358 -0.1 0.1 -0.3 0.30
C 0.9062 1.3197 -3.4710 0.0 -0.1 -0.1 -1.14
C 2.1591 0.7411 -2.8000 -0.3 -1.1 0.2 0.18
C 3.1957 1.7753 -2.4355 0.3 0.5 0.5 -0.94
O 2.5683 2.8437 -1.7266 -0.2 -0.4 -0.2 -0.17
C 3.4518 3.5303 -0.8976 0.2 0.4 0.0 -0.90
N 1.7881 -0.1040 -1.6418 0.2 0.7 0.0 -0.13
H 0.9915 2.3918 -3.6444 0.0 0.0 0.0 0.31
H 0.0190 1.1185 -2.8696 0.1 0.1 0.1 0.09
H 0.7387 0.8064 -4.4186 0.0 0.1 -0.1 0.33
H 2.6135 0.0153 -3.4804 0.2 0.3 -0.2 0.49
H 3.7481 2.1971 -3.2876 -0.1 -0.1 -0.1 0.40
H 3.9288 1.3275 -1.7510 0.1 -0.2 -0.2 0.45
H 3.8770 2.8930 -0.1114 -0.1 0.0 0.0 0.35
H 2.8914 4.3512 -0.4506 0.1 0.0 0.1 0.23
H 4.2954 3.9627 -1.4575 -0.1 0.0 0.0 0.35
H 2.5515 -0.7272 -1.3883 -0.2 -0.2 0.0 0.23
H 1.6315 0.4989 -0.8369 -0.2 -0.1 0.0 0.01
C -0.2984 2.8709 0.2777 -0.1 0.1 0.1 -1.46
C -0.2666 1.6061 1.1364 -0.4 -0.2 -1.0 0.27
C -1.0260 1.8580 2.4362 0.4 -0.1 0.0 -1.07
O -1.2649 0.6795 3.1883 -0.3 0.3 0.1 -0.34
C -0.0914 0.1206 3.7065 0.6 -0.2 0.6 -0.72
N -0.8702 0.4936 0.3557 0.1 0.8 1.0 0.18
H -1.2635 3.3797 0.3776 0.0 0.0 0.1 0.45
H -0.2073 2.6220 -0.7779 0.3 -0.1 0.0 0.20
H 0.4929 3.5718 0.5453 0.0 0.0 0.0 0.31
H 0.7744 1.3446 1.3466 0.0 -0.1 0.1 0.37
H -2.0057 2.2794 2.2101 0.0 0.0 0.0 0.34
H -0.4423 2.5740 3.0360 -0.2 0.0 0.1 0.40
H 0.5259 0.8650 4.2325 0.0 0.2 -0.3 0.37
H 0.5053 -0.3791 2.9398 0.0 0.0 0.0 0.19
H -0.3557 -0.6058 4.4777 -0.1 -0.1 -0.2 0.28
H -1.1511 -0.1985 1.0535 -0.2 -0.2 -0.4 0.22
H -1.7179 0.8670 -0.0693 -0.1 -0.4 -0.2 0.09
```
Forces are in eV/Å.

HOMO energy	-3.07	eV
charge	-1
orbital gap	5.74	eV

# 3
The following is a DFT calculation (wB97M-V/def2-TZVPD) of C13H26CrNO2 as an isolated structure at a distorted geometry.

```
43
Properties=species:S:1:pos:R:3:forces:R:3:mulliken_charge:R:1
C 2.1388 -1.0441 1.7887 -0.4 0.1 -0.5 -0.65
C 2.5614 -1.3833 0.3665 0.0 0.1 0.6 -0.87
C 2.3880 -0.2838 -0.6742 -0.4 -0.3 0.4 -0.28
C 3.2867 0.9079 -0.3800 -0.2 -0.2 -0.4 -1.64
C 0.8857 0.1342 -0.9408 1.3 0.8 0.5 1.44
O 0.8220 0.7486 -2.1998 -0.8 0.1 -0.5 -0.61
C 0.4573 1.2445 0.0661 -0.4 -1.1 -0.1 -1.82
C -1.0226 1.2997 0.4618 0.9 2.7 -1.4 1.21
C -1.2088 0.9317 1.9990 -0.3 -0.8 0.2 -1.39
C -1.5099 2.7923 0.3553 -0.7 -0.8 -0.1 -1.70
N -1.8887 0.5160 -0.3674 0.5 -1.5 4.0 1.19
O -3.0991 0.6788 -0.1599 -1.4 -0.4 -1.3 -0.61
C -1.4969 -0.8504 -0.7061 -0.1 -1.8 -2.1 1.34
C -2.3857 -1.2588 -1.9305 0.0 1.3 1.3 -1.08
C -1.8287 -1.8214 0.4624 0.4 0.8 -0.2 -1.33
C -0.0261 -1.0578 -1.1055 -0.2 0.2 0.1 -2.77
H 2.5699 -1.7022 2.5221 0.2 -0.3 0.2 0.50
H 2.4000 -0.0308 2.0458 0.2 0.4 0.3 0.28
H 1.0565 -1.1476 1.8735 -0.3 0.0 0.2 -0.11
H 2.0903 -2.3152 0.0849 -0.1 -0.3 -0.3 0.44
H 3.6166 -1.6007 0.3813 0.5 -0.2 -0.1 0.49
H 2.7347 -0.6954 -1.6074 0.0 -0.2 -0.6 0.38
H 3.3941 1.5281 -1.2596 0.0 0.5 -0.1 0.50
H 3.0033 1.4930 0.4802 -0.1 0.3 0.2 0.42
H 4.2718 0.5276 -0.1790 0.5 -0.1 0.1 0.46
H 1.4114 1.5079 -2.2292 0.2 0.3 -0.2 0.66
H 0.6746 2.1807 -0.4150 0.1 0.5 -0.2 0.46
H 1.0391 1.2467 0.9704 0.2 -0.3 0.4 0.73
H -0.4430 0.2631 2.3519 0.3 -0.3 -0.1 0.34
H -1.1583 1.8532 2.5485 0.1 0.4 0.1 0.47
H -2.1810 0.4855 2.1559 -0.4 0.0 0.0 0.34
H -1.7782 2.9870 -0.6728 0.1 0.3 -0.4 0.43
H -2.3745 2.9589 0.9724 -0.4 0.2 0.3 0.45
H -0.7123 3.4333 0.6745 0.4 0.2 0.2 0.58
H -1.9195 -1.9823 -2.5780 -0.1 -0.4 -0.2 0.56
H -2.6768 -0.3591 -2.4558 -0.1 0.0 -0.8 0.59
H -3.3152 -1.7826 -1.5486 0.5 -1.1 -0.9 0.44
H -1.7849 -2.8211 0.0627 -0.1 -0.4 -0.2 0.46
H -2.7997 -1.6163 0.9312 -0.2 0.0 0.2 0.46
H -1.0598 -1.7587 1.2117 0.1 0.1 0.6 0.30
H 0.3279 -1.9508 -0.6213 0.2 -0.2 0.4 0.54
H -0.0033 -1.2736 -2.1589 0.2 -0.1 -0.5 0.54
Cr -4.4570 -0.9828 -0.5771 -0.2 1.6 0.6 0.89
```
Forces are in eV/Å.

multiplicity	5
HOMO energy (spin up / spin down)	-19.36 / -19.46	eV
charge	+3
<S²>	6.03
orbital gap (spin up / spin down)	3.68 / 4.23	eV

# 4
The following is a DFT calculation (wB97M-V/def2-TZVPD) of C12H24AsF6O10SZr as an isolated structure at a distorted geometry.

```
55
Properties=species:S:1:pos:R:3:forces:R:3:mulliken_charge:R:1
Zr 0.7112 0.5214 0.2045 1.3 -0.9 1.0 1.38
C -0.9082 -2.9573 1.2267 -0.1 0.1 0.0 -0.70
C 0.5235 -2.8287 1.6933 0.2 0.0 -0.1 -0.72
O 0.9180 -1.4578 1.8974 -0.1 0.4 0.2 -0.33
C 0.4199 -0.9129 3.1413 -0.2 -0.2 0.0 -1.02
C -0.1792 0.4193 2.7619 0.7 0.1 0.2 -0.20
O -0.9415 0.1115 1.5445 -0.8 0.4 0.0 -0.17
C -2.0831 0.9508 1.1693 0.0 0.0 -0.3 -0.61
C -2.3515 0.6581 -0.3038 -0.1 -0.1 0.3 -0.99
O -1.0591 0.5378 -0.9902 -0.4 0.4 -0.1 0.83
C -0.9722 0.8751 -2.4076 0.1 0.0 -0.1 -0.83
C 0.3463 1.5967 -2.6453 -0.2 0.2 0.2 -0.81
O 1.4204 0.9589 -1.8818 -0.2 -0.4 -0.3 -0.12
C 2.2590 -0.0278 -2.5415 0.0 0.1 0.0 -0.75
C 2.0453 -1.3316 -1.7994 -0.2 0.0 -0.2 -0.49
O 0.6728 -1.5305 -1.8016 -0.1 0.0 -0.2 0.01
C 0.1817 -2.8838 -1.8028 0.1 -0.1 0.1 -0.67
C -1.1887 -2.8355 -1.1737 0.0 0.0 0.0 -0.78
O -1.1439 -2.1632 0.0728 0.0 0.0 0.0 -0.05
H -1.5959 -2.6056 1.9975 0.0 0.0 0.0 0.32
H -1.1314 -4.0112 1.0388 0.0 0.0 0.0 0.61
H 1.2135 -3.2270 0.9510 0.0 0.0 0.0 0.24
H 0.6756 -3.3803 2.6230 0.0 0.0 0.0 0.56
H 1.2508 -0.7741 3.8310 0.0 0.0 0.0 0.44
H -0.3276 -1.5653 3.5915 0.0 -0.1 -0.1 0.50
H 0.3162 2.4564 2.3170 -0.5 0.7 0.1 0.36
H -0.8098 0.8922 3.5144 -0.1 0.0 0.0 0.70
H -1.8338 1.9928 1.3288 0.0 0.0 0.1 0.25
H -2.9511 0.6868 1.7711 0.0 -0.1 0.0 0.52
H -2.9207 1.4909 -0.7141 0.1 0.0 -0.1 0.66
H -2.8835 -0.2816 -0.4281 0.1 0.0 -0.1 0.38
H -1.7933 1.5368 -2.6793 0.0 0.0 0.1 0.71
H -1.0249 -0.0503 -2.9763 -0.1 -0.1 0.1 0.34
H 0.2922 2.6156 -2.2709 0.1 0.0 0.0 0.26
H 0.5864 1.6070 -3.7065 0.1 0.0 0.0 0.64
H 3.2904 0.3128 -2.4801 0.0 0.0 0.0 0.36
H 1.9665 -0.1405 -3.5834 0.0 0.0 0.0 0.48
H 2.9812 -1.7431 -0.0278 0.0 0.0 0.1 0.31
H 2.6005 -2.1678 -2.2264 0.1 0.0 0.1 0.75
H 0.8598 -3.5220 -1.2307 0.0 0.0 0.0 0.43
H 0.1294 -3.2488 -2.8300 0.0 0.0 0.0 0.41
H -1.5928 -3.8460 -1.0770 0.0 0.0 0.0 0.56
H -1.8648 -2.2617 -1.8100 0.0 0.0 0.0 0.27
O 3.6017 -0.1081 2.2797 0.0 -0.1 0.0 -0.29
S 3.4721 1.2185 1.7919 0.2 0.4 -0.3 0.60
O 2.8312 1.3517 0.4767 0.3 0.0 0.8 -0.20
O 2.3845 -1.0955 -0.4221 -0.1 0.0 -0.4 -0.31
O 0.8664 1.2409 2.3349 -0.2 -1.3 -0.7 -0.63
F 0.5076 2.3755 0.1361 -0.1 0.3 -0.6 -0.38
As -1.2966 4.6503 0.3722 -0.2 0.5 -1.3 1.34
F -1.4666 3.5860 -1.0010 0.2 0.0 -0.1 -0.40
F -2.7999 3.9417 0.8777 -0.6 -0.4 0.9 -0.41
F -2.0892 6.0246 -0.2242 0.2 0.0 0.1 -0.35
F -0.3742 3.2145 2.3368 0.1 0.2 0.2 -0.57
F 0.2598 5.1332 -0.2462 0.4 0.1 0.2 -0.41
```
Forces are in eV/Å.

multiplicity	2
ΔE to the lowest compared entry with this formula, charge and spin	0.0	kJ/mol
HOMO energy (spin up / spin down)	-15.22 / -16.74	eV
charge	+2
<S²>	0.75
orbital gap (spin up / spin down)	7.39 / 8.91	eV

# 5
The following is a DFT calculation (wB97M-V/def2-TZVPD) of a 2-piece molecular cluster, C8H16N3S2 overall at a distorted geometry.

```
29
Properties=species:S:1:pos:R:3:forces:R:3:mulliken_charge:R:1
C -0.0699 -1.8094 -2.2488 -1.8 -0.7 -0.2 -0.86
C -0.5214 -1.1121 -1.2288 -1.1 -0.5 1.9 -0.15
C -2.1209 -1.7891 0.3280 0.8 -4.2 -2.6 0.53
C 0.5929 1.0860 -1.6837 2.9 -1.0 1.1 -0.76
C 1.5831 -0.5810 -0.0433 -0.1 1.4 1.2 -0.43
C 1.3327 2.2273 -0.9959 0.2 1.2 0.6 -0.68
C 2.1173 0.5211 0.8875 0.8 -1.2 -3.3 -1.03
C -3.6065 -0.7633 2.6027 2.3 -2.9 -2.5 -0.99
N -2.3780 -2.9925 0.1275 1.3 3.5 -0.1 -0.46
N 3.0440 3.0749 0.8817 -1.5 1.7 0.8 -0.63
N 0.3324 -0.0349 -0.6796 1.3 0.0 -4.0 0.37
S -2.3090 -0.4295 1.2397 -0.2 2.0 1.1 0.05
S 2.9765 1.9127 -0.0655 -1.5 -2.8 -2.4 0.25
H 0.8008 -1.6103 -2.8488 0.4 0.2 0.0 0.28
H -0.7277 -2.6167 -2.6164 0.5 0.3 0.3 0.29
H -0.2941 1.4226 -2.1144 -1.7 0.4 -0.4 0.50
H 1.2218 0.7080 -2.4849 0.0 -0.3 0.0 0.39
H 2.4427 -0.7844 -0.6684 -0.6 -0.3 -1.2 0.32
H 1.1495 -1.4938 0.3188 0.7 -0.6 1.1 0.49
H 1.4174 2.9332 -1.8454 0.6 0.2 0.9 0.45
H 0.8017 2.7346 -0.1374 0.1 -0.4 -1.0 0.35
H 1.3673 1.0285 1.3204 -2.7 1.8 2.0 0.44
H 2.8049 0.2213 1.5948 1.5 -0.9 1.5 0.52
H -3.0555 -1.4614 3.2715 -1.3 -0.1 -0.6 0.34
H -4.4796 -0.9900 1.9931 -0.1 -0.6 0.8 0.38
H -3.6942 0.1165 3.0919 -0.3 3.0 1.3 0.39
H -2.8430 -3.6301 0.7393 -0.6 -0.2 0.5 0.28
H 3.9073 3.0216 1.3485 1.6 0.5 0.7 0.27
H -0.1858 0.5230 -0.0848 -1.3 0.6 2.7 0.11
```
Forces are in eV/Å.

ΔE to the lowest compared entry with this formula, charge and spin	596.8	kJ/mol
HOMO energy	-11.71	eV
charge	+1
orbital gap	7.91	eV

# 6
The following is a DFT calculation (wB97M-V/def2-TZVPD) of an isolated molecule of C8H12NO2P at a distorted geometry.

```
24
Properties=species:S:1:pos:R:3:forces:R:3:mulliken_charge:R:1
C -2.5197 -0.1453 -0.6671 -2.7 1.5 0.4 -0.65
C -3.0372 0.4539 0.4271 6.3 -1.5 -0.8 -0.56
C -1.2657 -0.5777 -1.0766 3.7 -0.8 -0.1 0.14
C -2.3228 0.8013 1.6143 -2.2 0.7 0.0 0.42
C -1.0285 0.8840 1.6892 3.5 -2.3 -2.9 0.31
C -0.1750 -0.2741 -0.3284 -1.5 0.9 2.1 -0.57
C 2.2771 1.0865 -0.8786 -1.3 0.2 -0.5 -1.14
C 2.3575 -1.8896 -1.0361 -1.8 0.5 0.6 -1.01
N -3.2273 1.2217 2.6140 2.1 0.0 1.5 -0.53
O 1.9279 -0.4122 1.3855 -0.4 -0.2 -0.9 -0.85
O -0.0572 1.1437 2.5152 -1.5 1.2 0.6 -0.50
P 1.5978 -0.4550 -0.0927 0.0 0.8 -0.4 1.05
H -3.2598 -0.1080 -1.3997 -1.2 -0.9 -1.5 0.31
H -4.0013 0.5021 0.5983 -4.9 0.5 -0.2 0.40
H -1.1731 -1.2031 -2.0235 -0.2 0.9 1.2 0.25
H 2.5399 1.1393 -1.9648 -0.2 -0.5 0.9 0.33
H 1.5124 1.8880 -0.7028 0.6 -0.7 0.0 0.31
H 3.1234 1.2940 -0.2589 0.8 0.3 0.2 0.38
H 3.4496 -1.6944 -1.0809 -0.8 -0.5 -0.2 0.34
H 2.0195 -2.8045 -0.5005 0.9 0.5 -0.1 0.33
H 1.7952 -1.9635 -2.0024 1.0 0.4 0.4 0.32
H -2.8296 0.9277 3.5250 -1.7 0.5 -0.6 0.23
H -4.1993 1.2204 2.3400 0.3 -0.4 0.8 0.19
H 0.7138 0.6091 2.3260 1.3 -1.1 -0.5 0.50
```
Forces are in eV/Å.

ΔE to the lowest compared entry with this formula, charge and spin	587.7	kJ/mol
HOMO energy (spin up / spin down)	-7.69 / -7.69	eV
orbital gap (spin up / spin down)	7.87 / 7.87	eV

Going through the records in order, we get energy values of -8463.54083, -36114.56289, -47871.46167, -122555.59936, -34682.60044, -23359.73546 eV.